(1)
DFT (ωB97M-V with the def2-TZVPD basis set) results for a structure of composition C38H27F6N5O6PS2Y.

Cartesian coordinates (Å):
Y1 -0.04208 1.42441 0.08558
O1 2.96020 0.15651 3.03584
C1 1.96532 0.45063 2.38548
N1 1.86824 0.87862 1.11842
C2 2.99560 1.08375 0.28586
C3 4.20257 0.39940 0.38349
C4 5.21010 0.63532 -0.54404
C5 5.02783 1.55614 -1.56414
C6 3.83166 2.25601 -1.67016
C7 2.81336 2.02416 -0.75566
N2 1.55269 2.66761 -0.76439
C8 1.42616 3.98844 -0.97604
O2 2.21592 4.77494 -1.47470
C9 0.12879 4.54669 -0.39224
C10 -0.20086 5.87055 -0.61296
C11 -1.29420 6.40669 0.04574
C12 -2.02206 5.60570 0.91302
C13 -1.64679 4.28515 1.05656
N3 -0.60130 3.75790 0.41584
C14 0.60201 0.31698 3.05639
C15 0.52147 -0.31880 4.28393
C16 -0.71846 -0.47858 4.87393
C17 -1.84419 0.00978 4.22329
C18 -1.68125 0.63567 3.00366
N4 -0.48301 0.79183 2.42469
H1 4.35223 -0.29841 1.19523
H2 6.14676 0.09575 -0.46013
H3 5.82148 1.74149 -2.27870
H4 3.68125 2.99106 -2.44647
H5 0.43091 6.44814 -1.27287
H6 -1.57008 7.44319 -0.10344
H7 -2.87290 5.98762 1.45949
H8 -2.20378 3.61616 1.70325
H9 1.43814 -0.67986 4.72780
H10 -0.81203 -0.98396 5.82774
H11 -2.83433 -0.09501 4.64665
H12 -2.53408 1.01378 2.45218
F1 -4.39232 2.78015 -2.65738
C19 -4.33188 2.53641 -1.35582
F2 -3.64898 3.50082 -0.75063
F3 -5.56211 2.50452 -0.85882
S1 -3.54013 0.85976 -1.04827
O3 -2.51390 1.09080 -0.02400
O4 -4.63732 0.02212 -0.71804
N5 -2.87849 0.45761 -2.42739
S2 -1.47068 1.11183 -2.66875
O5 -1.39034 2.50045 -2.27833
O6 -0.35928 0.33100 -2.13787
C20 -1.32320 0.99799 -4.49605
F4 -2.35221 1.61043 -5.05466
F5 -0.19523 1.60175 -4.82987
F6 -1.29075 -0.27771 -4.85466
C21 1.34487 -3.83101 3.85299
C22 0.00337 -3.88954 3.50630
C23 -0.45509 -3.25854 2.35563
C24 0.42623 -2.56004 1.53377
C25 1.77824 -2.52635 1.88312
C26 2.23390 -3.14898 3.03325
P1 -0.03701 -1.59839 0.03036
C27 1.23298 -2.27975 -1.10390
C28 2.06234 -1.44321 -1.84183
C29 3.07932 -1.97081 -2.63117
C30 3.26879 -3.34049 -2.69170
C31 2.44526 -4.18859 -1.95626
C32 1.44173 -3.66147 -1.16297
C33 -1.59131 -2.36567 -0.55091
C34 -2.73574 -2.25346 0.24018
C35 -3.93673 -2.81542 -0.16457
C36 -4.02361 -3.45814 -1.38988
C37 -2.90849 -3.52099 -2.21305
C38 -1.69983 -2.98019 -1.79813
H13 1.69845 -4.32264 4.75167
H14 -0.69585 -4.43642 4.12766
H15 -1.49993 -3.33981 2.10250
H16 2.48782 -2.00530 1.24866
H17 3.28483 -3.08853 3.29000
H18 1.94023 -0.37172 -1.81088
H19 3.72506 -1.29846 -3.18427
H20 4.06270 -3.75272 -3.30349
H21 2.59462 -5.26210 -1.99447
H22 0.81785 -4.32531 -0.57468
H23 -2.69683 -1.70272 1.17502
H24 -4.81394 -2.71862 0.46345
H25 -4.96435 -3.88644 -1.71332
H26 -2.97622 -3.99413 -3.18569
H27 -0.83813 -3.03741 -2.45096

Properties
net charge: 0
HOMO level: -7.56 eV
HOMO-LUMO gap: 7.44 eV
LUMO: -0.121 eV
energy relative to the best compared isomer or geometry (same formula, charge and spin): 2.0 kcal per mole
electronic energy: -3964.9920 Eh

Here is what Mulliken gives for the atomic charges, in e: 0.2588, -0.7342, -0.2171, 1.1361, 0.6143, -0.5810, -0.8792, -0.8106, -0.6529, -0.2849, 0.8101, -0.0778, -0.7376, 0.6576, -0.6809, -0.4569, -0.8334, -0.2838, -0.0073, 0.9132, -0.9933, -0.5032, -0.9721, -0.3845, 0.2805, 0.4732, 0.4118, 0.3819, 0.5300, 0.5408, 0.4272, 0.4576, 0.4112, 0.5995, 0.4291, 0.4774, 0.5729, -0.2258, 0.4483, -0.0881, -0.2268, 1.1600, -0.4096, -0.5979, -0.6407, 1.5447, -0.6314, -1.0451, 0.4134, -0.1836, -0.1682, -0.1691, -0.7911, -0.6390, -0.6504, 0.2134, -0.2012, -0.5835, 3.1839, -0.1978, -0.0722, -1.0155, -0.6933, -0.8591, -0.3901, 0.5875, -0.3218, -0.8912, -0.7199, -0.7746, -0.8622, 0.3746, 0.4557, 0.4655, 0.1373, 0.4328, 0.4662, 0.4827, 0.4042, 0.4179, 0.4674, 0.4326, 0.4118, 0.3866, 0.4331, 0.4370


(2)
DFT (ωB97M-V with the def2-TZVPD basis set) results for a cluster of 2 separate species, C8H17N2 in total.

Cartesian coordinates (Å):
C1 1.89640 1.54789 0.90535
C2 -0.18053 0.64715 -0.17689
C3 -1.06088 -0.33264 0.42762
C4 -0.34727 -0.55043 -0.94521
C5 -2.56251 0.05845 0.47567
C6 -0.83498 -1.47536 1.32580
C7 0.75802 -1.55108 -1.04472
C8 -1.04678 -0.14529 -2.24495
N1 2.65879 2.04447 0.01678
N2 2.09398 1.54983 2.21256
H1 -0.28402 1.70722 -0.54093
H2 -2.85255 -0.24281 1.55983
H3 -3.04048 -0.50281 -0.24410
H4 -2.62920 1.01075 0.13907
H5 -1.35314 -1.24865 2.20330
H6 0.11864 -1.83768 1.59521
H7 -1.41073 -2.28470 0.82670
H8 0.43460 -2.55570 -1.24237
H9 1.39832 -1.58610 -0.19329
H10 1.40768 -1.39021 -1.87827
H11 -0.38673 -0.37870 -3.00267
H12 -1.20442 0.82822 -2.15128
H13 -1.80643 -0.76965 -2.58835
H14 2.22827 2.14094 -0.92389
H15 3.62166 2.47754 -0.01678
H16 1.51392 0.97033 2.79900
H17 2.87035 1.86901 2.70680

Properties
net charge: +1
HOMO level: -12.93 eV
HOMO-LUMO gap: 8.79 eV
LUMO: -4.141 eV
energy relative to the best compared isomer or geometry (same formula, charge and spin): 128.4 kcal per mole
electronic energy: -424.1103 Eh

Here is what Mulliken gives for the atomic charges, in e: 0.2105, -1.0368, 1.6479, 1.6595, -1.5562, -1.8616, -2.1032, -2.1183, -0.3010, -0.3095, 0.3936, 0.3815, 0.4111, 0.4340, 0.5758, 0.3739, 0.3938, 0.4849, 0.3592, 0.5315, 0.5435, 0.5022, 0.4621, 0.2402, 0.2438, 0.2334, 0.2040


(3)
DFT (ωB97M-V with the def2-TZVPD basis set) results for a cluster of 2 separate species, C2H2Cl3NO2 in total.

Cartesian coordinates (Å):
O1 1.63706 2.53997 -0.68470
N1 1.01413 1.86138 0.08178
O2 1.32757 1.74330 1.23102
C1 -0.10413 1.12087 -0.37760
C2 -1.25810 0.81564 0.32243
Cl1 -2.31083 -0.47254 -0.23745
H1 -0.04229 0.84243 -1.48758
H2 -1.37512 1.33242 1.24698
Cl2 2.01495 -1.42448 0.12209
Cl3 0.21892 -2.46947 0.19977

Properties
net charge: 0
HOMO level: -10.42 eV
HOMO-LUMO gap: 8.63 eV
LUMO: -1.793 eV
energy relative to the best compared isomer or geometry (same formula, charge and spin): 120.4 kcal per mole
electronic energy: -1663.0383 Eh

Here is what Mulliken gives for the atomic charges, in e: -0.5598, 0.9295, -0.4953, -0.2699, -0.1818, -0.1126, 0.3291, 0.3659, -0.0038, -0.0012


(4)
DFT (ωB97M-V with the def2-TZVPD basis set) results for a structure of composition C23H31BiCl3N5O.

Cartesian coordinates (Å):
Bi1 0.45078 0.21714 0.27989
C1 -2.75195 1.97517 0.95923
C2 -2.33686 1.84752 -0.50504
N1 -0.89810 2.13794 -0.70330
C3 -0.45977 2.06773 -2.11150
C4 1.03529 2.34223 -2.21531
N2 1.80879 1.34701 -1.43257
C5 3.11908 1.78174 -0.88039
C6 3.06752 3.01579 0.02012
C7 1.83611 3.25471 0.88917
N3 1.26296 2.07509 1.58260
C8 0.28876 2.53129 2.59890
C9 -0.45368 1.37664 3.24197
N4 -1.07928 0.48278 2.24399
C10 -2.49357 0.77915 1.87389
H1 -3.83403 2.11940 0.97368
H2 -2.34825 2.89731 1.38617
H3 -2.93483 2.53295 -1.11192
H4 -2.52734 0.83735 -0.87403
H5 -0.72943 3.07989 -0.36195
H6 -1.00958 2.77432 -2.73915
H7 -0.69362 1.06425 -2.48394
H8 1.26031 3.33691 -1.83194
H9 1.34153 2.33318 -3.26260
H10 2.00755 0.55407 -2.04084
H11 3.82266 1.96936 -1.69412
H12 3.49800 0.92796 -0.31788
H13 3.18216 3.92183 -0.57838
H14 3.95739 2.97515 0.65066
H15 1.03346 3.70396 0.30494
H16 2.10085 3.99944 1.64423
H17 2.01835 1.55942 2.04503
H18 -0.39697 3.22416 2.11092
H19 0.80918 3.09616 3.37612
H20 -1.20288 1.76896 3.93455
H21 0.24903 0.77863 3.82503
H22 -1.08900 -0.45124 2.64576
H23 -3.06490 0.91940 2.79548
H24 -2.87591 -0.12240 1.39087
Cl1 6.10209 -4.70730 1.42187
C11 4.94098 -3.43536 1.40301
C12 3.99029 -3.39321 0.39737
C13 3.07176 -2.35956 0.40855
Cl2 1.84969 -2.29855 -0.85045
C14 3.05533 -1.36406 1.37983
O1 2.19534 -0.33595 1.39492
C15 4.03854 -1.44591 2.37133
Cl3 4.07430 -0.21160 3.58588
C16 4.97144 -2.46367 2.39419
H25 3.96601 -4.14876 -0.37440
H26 5.71856 -2.49918 3.17417
N5 -1.61373 -1.53237 -0.96124
C17 -2.41162 -2.21082 -1.44278
C18 -3.37839 -3.07693 -2.04688
C19 -3.03358 -4.40983 -2.27912
C20 -3.96433 -5.25032 -2.86260
C21 -5.21915 -4.76451 -3.20751
C22 -5.55610 -3.43686 -2.97369
C23 -4.63704 -2.58371 -2.39109
H27 -2.05309 -4.77432 -2.00481
H28 -3.71179 -6.28479 -3.04865
H29 -5.94219 -5.42723 -3.66353
H30 -6.53543 -3.06974 -3.24685
H31 -4.88767 -1.54783 -2.20583

Properties
net charge: +2
HOMO level: -13.25 eV
HOMO-LUMO gap: 7.97 eV
LUMO: -5.286 eV
energy relative to the best compared isomer or geometry (same formula, charge and spin): 6.4 kcal per mole
electronic energy: -2838.7597 Eh

Here is what Mulliken gives for the atomic charges, in e: 2.4654, -0.6216, -0.6747, -0.4183, -0.8952, -0.5906, -0.1732, -0.5420, -1.0563, -0.6552, 0.0393, -0.8471, -0.8786, -0.4476, -0.9523, 0.4905, 0.2106, 0.5313, 0.1565, 0.2699, 0.5163, 0.2966, 0.2404, 0.5217, 0.3889, 0.4937, 0.1745, 0.3605, 0.4133, 0.2814, 0.5252, 0.2668, 0.3422, 0.4991, 0.4295, 0.4825, 0.3215, 0.4093, 0.4377, -0.1680, 0.3543, -0.8952, 1.3203, -0.2186, -1.3575, -0.2607, 0.4667, -0.1966, -0.7738, 0.4683, 0.4639, -0.3986, 0.1686, 0.5569, -0.4205, -0.6129, -0.3641, -0.6356, -0.4183, 0.4541, 0.4050, 0.4103, 0.4064, 0.4336


Question: Which value of net charge does entry 2 give?
Answer: +1


Question: net charge of number 2 (C8H17N2)?
Answer: +1